Run A
Here is 2 unconnected molecules or ions with the total composition C2HClN2O from the Open Molecules 2025 dataset. Energies are from ωB97M-V/def2-TZVPD.

Output
E_LUMO (spin up / spin down) in Eh: -0.1535 / -0.1535
Frontier orbital gap (spin up / spin down) in eV: 7.82 / 7.82

Each line ends with the Löwdin charge.
Element x y z (Å)
C  0.405  -1.819  -0.692  -0.05
C  0.137  1.077  0.065  -0.89
N  0.912  -2.716  -1.154  0.04
N  -0.639  0.051  0.058  0.16
O  1.039  1.522  -0.531  0.11
Cl  -0.713  2.173  1.391  0.55
H  -1.141  -0.289  0.863  0.08



Run B
Here is a single C2HClN2O molecule from the Open Molecules 2025 dataset. Energies are from ωB97M-V/def2-TZVPD.

Output
E_LUMO in Eh: 0.0252
Frontier orbital gap in eV: 10.94
SMILES string: Clc1conn1

Each line ends with the Löwdin charge.
Element x y z (Å)
Cl  0.362  -0.255  -2.387  0.71
C  0.267  -0.055  -0.707  -0.75
C  -0.787  -0.005  0.139  -0.14
O  -0.356  0.199  1.385  -0.03
N  1.031  0.221  1.329  0.04
N  1.381  0.017  0.144  0.03
H  -1.897  -0.123  0.098  0.15



Run C
Here is a single C2HClN2O molecule from the Open Molecules 2025 dataset. Energies are from ωB97M-V/def2-TZVPD.

Output
E_LUMO in Eh: 0.0243
Frontier orbital gap in eV: 10.94
SMILES string: Clc1nnco1

Each line ends with the Löwdin charge.
Element x y z (Å)
Cl  2.563  -0.635  0.010  0.80
C  1.019  -0.042  -0.006  -0.80
N  0.572  1.153  0.001  0.03
N  -0.772  1.115  0.004  0.03
C  -1.127  -0.126  -0.002  -0.22
O  -0.118  -0.986  -0.012  0.02
H  -2.138  -0.480  0.007  0.13



run C takes first place; second place is 80.8 kJ/mol up.



Run A
Here is 2 unconnected molecules or ions with the total composition H3PS from the Open Molecules 2025 dataset. Energies are from ωB97M-V/def2-TZVPD.

Output
E_LUMO (spin up / spin down) in Eh: -0.0858 / -0.0857
Frontier orbital gap (spin up / spin down) in eV: 6.83 / 6.83

Each line ends with the Löwdin charge.
Element x y z (Å)
P  1.149  -0.876  0.148  0.56
S  -1.821  -0.235  0.033  0.13
H  1.669  -0.051  1.321  -0.17
H  0.852  0.344  -0.713  -0.20
H  -1.848  0.818  -0.789  -0.33



Run B
Here is 2 unconnected molecules or ions with the total composition H3PS from the Open Molecules 2025 dataset. Energies are from ωB97M-V/def2-TZVPD.

Output
E_LUMO (spin up / spin down) in Eh: -0.0918 / -0.0904
Frontier orbital gap (spin up / spin down) in eV: 7.28 / 7.25

Each line ends with the Löwdin charge.
Element x y z (Å)
P  -0.496  -0.460  -0.118  0.54
S  -3.484  -0.121  0.129  -0.03
H  -1.024  0.898  0.049  -0.17
H  0.371  -0.738  0.983  -0.15
H  0.694  -0.198  -0.760  -0.19



run A takes first place; second place is 99.9 kJ/mol up.



Run A
Here is a gas-phase ion, C6H11N2 (charge +1) from the Open Molecules 2025 dataset. Energies are from ωB97M-V/def2-TZVPD.

Output
E_LUMO (spin up / spin down) in Eh: -0.2115 / -0.1767
Frontier orbital gap (spin up / spin down) in eV: 6.87 / 8.68
Net charge: +1

Each line ends with the Löwdin charge.
Element x y z (Å)
C  -0.544  -1.201  -1.022  0.07
C  1.614  0.966  2.688  0.12
C  0.516  0.131  2.322  -0.18
C  -0.300  1.457  0.445  -0.22
C  -1.045  1.173  -0.869  -0.15
C  -0.123  -2.442  -1.497  -0.03
N  -0.449  0.328  1.353  0.04
N  -0.873  -0.092  -1.537  0.08
H  2.247  0.867  3.545  0.06
H  1.662  1.882  2.153  0.04
H  0.268  -0.858  2.792  0.11
H  0.713  1.665  0.156  0.11
H  -0.796  2.300  0.797  0.11
H  -2.050  1.388  -0.628  0.12
H  -0.764  1.973  -1.648  0.16
H  0.904  -2.480  -1.383  0.08
H  -0.263  -2.696  -2.598  0.14
H  -0.430  -3.439  -1.158  0.12
H  -0.771  0.243  -2.519  0.20



Run B
Here is 2 unconnected molecules or ions with the total composition C6H11N2 from the Open Molecules 2025 dataset. Energies are from ωB97M-V/def2-TZVPD.

Output
E_LUMO (spin up / spin down) in Eh: -0.2313 / -0.2571
Frontier orbital gap (spin up / spin down) in eV: 7.99 / 6.86
Net charge: +1

Each line ends with the Löwdin charge.
Element x y z (Å)
C  -0.746  2.524  -0.639  -0.22
C  1.308  -1.544  -1.286  0.12
C  0.128  -1.005  -0.982  -0.16
C  0.703  -0.458  1.339  -0.01
C  -1.527  -0.301  0.581  -0.06
C  0.438  1.815  -0.362  0.12
N  -1.782  3.071  -0.604  0.23
N  -0.197  -0.340  0.175  -0.27
H  1.453  -2.119  -2.126  0.05
H  2.315  -1.609  -0.863  0.10
H  -0.775  -1.090  -1.602  0.15
H  0.462  -1.525  1.760  0.16
H  1.682  -0.305  1.008  0.07
H  0.168  0.313  2.021  0.13
H  -1.563  0.483  1.334  0.10
H  -2.261  -0.212  -0.182  0.10
H  -1.781  -1.310  1.135  0.17
H  0.971  1.962  0.594  0.11
H  1.003  1.650  -1.301  0.12



run B takes first place; second place is 57.6 kJ/mol up.



Run A
Here is 2 unconnected molecules or ions with the total composition C6H11N2 from the Open Molecules 2025 dataset. Energies are from ωB97M-V/def2-TZVPD.

Output
E_LUMO in Eh: -0.1658
Frontier orbital gap in eV: 9.42
Net charge: +1

Each line ends with the Löwdin charge.
Element x y z (Å)
C  2.874  -1.029  0.299  0.04
C  2.497  0.160  0.597  -0.10
C  0.280  -0.420  0.375  0.23
C  1.122  0.459  0.121  -0.32
C  0.742  1.707  -0.684  -0.01
C  -2.832  -1.107  0.360  -0.02
N  -2.027  0.676  -0.968  0.15
N  -1.825  -0.182  -0.187  -0.12
H  3.906  -1.446  0.312  0.10
H  2.212  -1.747  -0.124  0.07
H  2.994  1.050  1.138  0.17
H  -0.029  -1.322  0.881  0.11
H  1.648  2.177  -1.135  0.11
H  -0.100  1.703  -1.407  0.08
H  0.552  2.426  0.035  0.06
H  -3.066  -2.026  -0.264  0.13
H  -3.705  -0.575  0.701  0.09
H  -2.242  -1.398  1.254  0.08
H  -3.002  0.894  -1.303  0.14



Run B
Here is a gas-phase ion, C6H11N2 (charge +1) from the Open Molecules 2025 dataset. Energies are from ωB97M-V/def2-TZVPD.

Output
E_LUMO in Eh: -0.1487
Frontier orbital gap in eV: 10.32
Net charge: +1

Each line ends with the Löwdin charge.
Element x y z (Å)
C  0.937  2.035  -0.842  0.19
C  0.343  -0.085  -0.671  0.02
C  -0.088  -1.139  -1.569  -0.21
C  0.497  1.184  1.385  -0.11
C  0.853  2.299  0.459  -0.12
C  -0.270  -1.232  1.450  0.05
N  0.219  -0.043  0.581  -0.09
N  -1.513  -1.396  -1.228  0.04
H  1.301  2.669  -1.636  0.08
H  0.009  -0.746  -2.654  0.16
H  0.530  -2.006  -1.468  0.12
H  1.403  1.001  1.876  0.13
H  -0.331  1.400  2.010  0.13
H  1.017  3.250  0.978  0.13
H  -0.042  -2.181  0.886  0.11
H  0.363  -1.226  2.329  0.09
H  -1.388  -1.044  1.609  0.13
H  -1.996  -0.628  -1.707  0.10
H  -1.843  -2.112  -1.789  0.06



Run C
Here is a molecular structure, C6H11N2 from the Open Molecules 2025 dataset. Energies are from ωB97M-V/def2-TZVPD.

Output
E_LUMO in Eh: -0.1056
Frontier orbital gap in eV: 8.88
Net charge: +1

Each line ends with the Löwdin charge.
Element x y z (Å)
C  3.342  -0.917  0.138  0.15
C  3.214  0.061  -0.732  0.02
C  -1.956  -1.743  0.465  0.07
C  0.959  0.383  0.447  -0.15
C  -2.173  -0.429  0.468  -0.24
C  2.120  -0.070  0.071  -0.22
N  -2.007  0.464  -0.618  0.04
N  0.198  1.453  -0.117  0.06
H  3.691  -1.660  0.832  0.12
H  3.783  0.732  -1.407  0.13
H  -2.137  -2.476  1.230  0.08
H  -1.657  -2.168  -0.432  0.05
H  -2.840  1.129  -0.593  0.18
H  0.388  -0.062  1.176  0.07
H  -2.602  0.079  1.321  0.12
H  -0.888  1.045  -0.641  0.07
H  -1.917  0.036  -1.585  0.18
H  0.706  2.196  -0.644  0.17
H  -0.221  1.946  0.622  0.11



run B takes first place; second place is 61.6 kJ/mol up.



Run A
Here is a single C9H8N4 molecule from the Open Molecules 2025 dataset. Energies are from ωB97M-V/def2-TZVPD.

Output
E_LUMO in Eh: 0.0119
Frontier orbital gap in eV: 9.27
SMILES string: N#CCCn1nnc2ccccc21

Each line ends with the Löwdin charge.
Element x y z (Å)
N  -2.096  -2.337  1.375  0.14
C  -0.925  -2.308  1.472  -0.25
C  0.563  -2.433  1.297  -0.11
C  1.126  -0.961  1.644  -0.17
N  0.957  -0.156  0.529  -0.13
N  1.988  -0.377  -0.324  0.04
N  1.807  0.235  -1.479  0.09
C  0.534  0.823  -1.354  -0.20
C  -0.072  1.887  -2.109  0.02
C  -1.173  2.456  -1.437  -0.09
C  -1.842  1.873  -0.384  -0.09
C  -1.189  1.024  0.390  -0.04
C  -0.052  0.467  -0.097  -0.19
H  0.986  -3.349  1.974  0.16
H  0.823  -2.532  0.148  0.15
H  2.229  -1.016  1.773  0.13
H  0.770  -0.433  2.477  0.11
H  0.436  2.213  -3.032  0.12
H  -1.534  3.328  -1.896  0.09
H  -2.633  2.510  -0.114  0.10
H  -1.490  0.758  1.436  0.14



Run B
Here is a single C9H8N4 molecule from the Open Molecules 2025 dataset. Energies are from ωB97M-V/def2-TZVPD.

Output
E_LUMO in Eh: 0.0021
Frontier orbital gap in eV: 7.90
SMILES string: N=c1ccn(-c2ncccn2)cc1

Each line ends with the Löwdin charge.
Element x y z (Å)
N  -0.927  -0.445  4.995  0.08
C  -0.827  -0.274  3.696  -0.38
C  0.257  -0.999  2.913  -0.01
C  0.279  -0.898  1.560  -0.06
N  -0.553  0.065  0.934  -0.01
C  -0.276  0.573  -0.387  -0.41
N  -1.130  1.430  -0.862  0.15
C  -0.903  1.835  -2.123  -0.11
C  0.221  1.514  -2.822  -0.09
C  1.046  0.608  -2.238  -0.08
N  0.757  0.171  -0.965  0.14
C  -1.682  0.550  1.662  -0.07
C  -1.810  0.565  2.988  -0.04
H  -1.676  0.173  5.364  0.04
H  1.072  -1.549  3.445  0.12
H  1.192  -1.226  1.050  0.11
H  -1.653  2.384  -2.664  0.11
H  0.352  1.871  -3.892  0.13
H  1.950  0.203  -2.799  0.14
H  -2.463  1.040  1.015  0.13
H  -2.604  1.174  3.474  0.12



run B takes first place; second place is 130.0 kJ/mol up.



Run A
Here is a molecular structure, C6H6O2 from the Open Molecules 2025 dataset. Energies are from ωB97M-V/def2-TZVPD.

Output
E_LUMO in Eh: 0.0313
Frontier orbital gap in eV: 9.68

Each line ends with the Löwdin charge.
Element x y z (Å)
C  0.269  -0.361  2.255  -0.04
C  0.796  -0.893  0.923  -0.43
C  0.211  -0.163  -0.258  -0.21
C  0.806  0.349  -1.399  -0.01
C  -0.285  0.748  -2.184  -0.07
C  -1.460  0.418  -1.471  -0.15
H  -0.750  -0.816  2.487  0.08
H  0.036  1.002  2.360  0.19
H  0.977  -0.665  3.102  0.08
H  1.753  0.554  -1.434  0.06
H  -0.051  1.300  -3.230  0.15
H  -2.639  0.522  -1.652  0.17
O  1.477  -1.854  0.848  0.14
O  -1.140  -0.141  -0.348  0.04



Run B
Here is a single C6H6O2 molecule from the Open Molecules 2025 dataset. Energies are from ωB97M-V/def2-TZVPD.

Output
E_LUMO in Eh: -0.0137
Frontier orbital gap in eV: 8.24
SMILES string: C=C1C(=O)OC=C1C

Each line ends with the Löwdin charge.
Element x y z (Å)
C  -0.666  1.894  -0.094  0.13
C  -0.693  0.554  0.087  -0.18
C  -1.911  -0.333  0.053  -0.37
O  -3.079  -0.118  0.031  0.16
O  -1.412  -1.640  -0.035  0.06
C  -0.073  -1.613  -0.037  -0.07
C  0.393  -0.373  0.079  -0.31
C  1.817  -0.169  0.055  -0.06
H  0.285  2.389  -0.403  0.09
H  -1.586  2.406  0.302  0.10
H  0.440  -2.621  -0.182  0.17
H  2.130  0.402  0.917  0.08
H  2.029  0.426  -0.834  0.09
H  2.327  -1.206  0.062  0.12



run B takes first place; second place is 149.2 kJ/mol up.